ORCA calculation (ωB97M-V with the def2-TZVPD basis set) on a structure of composition C15H15B3Be2BrCl3F5KNO19.

Orbital gap: 0.06521 Eh
Charge: +1
Calculated total energy: -196515.1642 eV

Each line ends with the Mulliken charge.
Geometry (Å):
O (-1.6303, -2.1694, -0.5486)  -0.37
B (-2.3028, -2.3027, -1.7802)  0.70
O (-3.5963, -1.7531, -2.0394)  -0.58
C (-1.6546, -3.1474, -3.0282)  1.01
C (-0.8007, -2.3693, -4.1400)  -0.24
C (-0.2157, -3.3052, -5.3225)  -1.07
C (-0.5251, -4.8712, -5.2712)  -0.21
F (-0.0462, -5.6807, -6.3015)  -0.15
N (-1.3101, -5.4970, -4.2084)  0.15
C (-1.8660, -4.7026, -3.1086)  -0.64
H (-2.2687, -1.7474, 0.0686)  0.27
H (-3.7674, -1.8524, -2.9891)  0.29
H (-0.6216, -1.1742, -4.1269)  0.34
H (0.4098, -2.8032, -6.1607)  0.39
H (-1.4645, -6.5095, -4.2651)  0.30
H (-2.4828, -5.1982, -2.3129)  0.10
Br (0.7139, -0.6111, -4.5481)  -0.32
C (1.6347, -0.5743, 1.4022)  0.28
C (1.4352, -1.2808, 0.1041)  0.19
O (2.6585, -1.9895, -0.0727)  -0.39
C (3.2055, -2.1562, 1.1655)  0.58
O (4.1456, -2.8514, 1.3943)  -0.55
O (2.5353, -1.4349, 2.1001)  -0.35
H (0.7058, -0.4529, 1.9536)  0.11
H (2.1049, 0.4031, 1.2800)  -0.05
H (0.6123, -1.9970, 0.1513)  -0.14
H (1.2625, -0.5926, -0.7242)  0.30
K (-2.3904, -3.3251, -6.0229)  1.05
C (-2.4957, -8.3786, -0.0969)  -0.35
Cl (-3.8754, -7.3378, 0.2866)  -0.13
Cl (-1.7341, -7.9317, -1.6284)  -0.12
H (-1.7583, -8.2913, 0.6969)  0.32
H (-2.8419, -9.4064, -0.1672)  0.33
B (-1.5710, 1.2187, 2.6255)  0.41
F (-2.0054, 2.4470, 2.0588)  -0.39
F (-0.4067, 1.4443, 3.4094)  -0.32
F (-2.5962, 0.6776, 3.4352)  -0.35
F (-1.2603, 0.3002, 1.5749)  -0.37
Be (-2.5990, -4.5072, -0.2452)  0.52
C (-3.2585, 3.5074, -1.1769)  -0.94
C (-1.7495, 3.7449, -0.9078)  0.82
O (-1.0743, 2.7119, -0.8612)  -0.17
O (-1.4442, 4.9311, -0.7798)  -0.36
H (-3.4735, 2.4463, -1.2801)  0.26
H (-3.8375, 3.9062, -0.3436)  0.31
H (-3.5450, 4.0187, -2.0961)  0.37
B (1.6055, 5.3067, 3.9837)  1.58
O (2.3092, 6.5766, 3.7438)  -0.42
C (1.4920, 7.5620, 4.1101)  0.59
O (1.7587, 8.7235, 4.0436)  -0.48
C (0.2168, 6.9779, 4.6061)  0.57
O (-0.7265, 7.5866, 5.0103)  -0.49
O (0.2858, 5.6507, 4.5306)  -0.46
O (1.4755, 4.5331, 2.7309)  -0.48
C (2.0803, 3.3750, 2.9117)  0.47
O (2.1602, 2.5159, 2.0909)  -0.42
C (2.6410, 3.3256, 4.3028)  0.58
O (3.2472, 2.4192, 4.7829)  -0.39
O (2.3615, 4.4554, 4.9243)  -0.54
Be (0.4623, -7.3006, -7.7789)  0.20
O (6.5351, 5.1788, 2.0341)  -0.54
Cl (5.1437, 4.9519, 1.7645)  1.78
O (4.9914, 3.8175, 0.8874)  -0.48
O (4.5599, 6.1221, 1.1634)  -0.50
O (4.4461, 4.6670, 3.0057)  -0.45